DFT (ωB97M-V with the def2-TZVPD basis set) results for a single C4H2O2 molecule.

Output
LUMO ... -0.0483 Eh
SMILES string ... C#CC(=O)C=O
Relative energy (zero: lowest compared OMol25 entry of this formula, charge and spin) ... 39.2 kcal/mol

Geometry as ORCA input:
```
! RIJCOSX wB97M-V def2-TZVPD def2/J DEFGRID3
* xyz 0 1
C -0.33 1.28 -0.73
C -1.02 0.75 0.16
C -0.53 -0.41 0.86
O -0.92 -1.10 1.77
C 0.75 -0.78 0.02
O 1.17 -0.04 -0.83
H 0.01 1.98 -1.45
H 1.10 -1.80 0.05
*
```